# 1
{"formula": "H4O2", "method": "ωB97M-V with the def2-TZVPD basis set", "species": ["O", "H", "H", "O", "H", "H"], "coordinates": [[1.46892, -0.10912, 0.01759], [1.94660, 0.77592, 0.04283], [0.54913, 0.04968, -0.22627], [-1.40150, 0.00761, -0.10785], [-1.63902, 0.77749, 0.45660], [-1.39606, -0.79102, 0.44887]], "de_lowest_kj_mol": 10.00, "mol_weight_g_mol": 36.03, "smiles": "O.O", "total_energy_ev": -4159.83523, "lumo_ev": 0.75, "homo_energy_ev": -10.99}

***

# 2
{"formula": "C16H16Cl3GeN11O2Pd", "method": "ωB97M-V with the def2-TZVPD basis set", "species": ["Pd", "N", "C", "N", "N", "N", "N", "C", "N", "N", "N", "N", "H", "Cl", "Ge", "Cl", "Cl", "N", "C", "C", "O", "O", "H", "H", "H", "H", "H", "C", "C", "C", "C", "C", "C", "N", "C", "C", "C", "C", "C", "C", "H", "H", "H", "H", "H", "H", "H", "H", "H", "H"], "coordinates": [[-0.81442, 0.94746, 0.53251], [-2.56865, 1.03846, 3.71445], [-2.03282, -0.17736, 3.35091], [-2.10101, -1.24285, 4.12551], [-1.46417, -2.19877, 3.41693], [-1.04414, -1.73330, 2.29908], [-1.39980, -0.42438, 2.20573], [-2.21874, 2.22154, 3.12835], [-2.60013, 3.40780, 3.59172], [-2.12231, 4.28746, 2.70765], [-1.49162, 3.66940, 1.77844], [-1.50458, 2.33763, 2.01516], [-2.98147, 1.09165, 4.62966], [0.18520, 4.89692, -2.76084], [-0.59065, 4.24484, -0.26024], [-2.38388, 2.42445, -0.87940], [-1.98695, 5.97409, -0.29918], [-0.66620, 2.20706, -3.55938], [0.50692, 1.31361, -3.72436], [0.95874, 0.77848, -2.35361], [1.81235, -0.09844, -2.36950], [0.36488, 1.32918, -1.37592], [-1.28774, 2.21052, -4.36102], [-0.34887, 3.20830, -3.35117], [-1.18679, 1.95247, -2.70364], [1.31599, 1.88643, -4.17395], [0.24899, 0.48030, -4.37455], [-1.26287, -4.03778, -1.98183], [-1.68946, -2.72756, -2.16984], [-1.11813, -1.70039, -1.44623], [-0.07516, -1.96435, -0.54560], [0.32024, -3.29408, -0.33035], [-0.27072, -4.31541, -1.04895], [0.44821, -0.91607, 0.17243], [1.73179, -0.96541, 0.66103], [2.76770, -1.64956, 0.00400], [4.04537, -1.63013, 0.53040], [4.31691, -0.93534, 1.70367], [3.30228, -0.23099, 2.34288], [2.02456, -0.22956, 1.82015], [-1.72428, -4.84387, -2.53783], [-2.48428, -2.51065, -2.87215], [-1.45823, -0.67896, -1.56967], [1.03600, -3.51030, 0.44900], [0.02550, -5.33904, -0.85907], [2.56970, -2.11428, -0.95029], [4.84228, -2.14070, 0.00483], [5.32203, -0.92475, 2.10554], [3.50858, 0.32389, 3.24870], [1.22387, 0.30233, 2.31982]], "de_lowest_kj_mol": 77.51, "mol_weight_g_mol": 679.77, "spin_multiplicity": 4, "total_charge": -1, "total_energy_ev": -134903.68157, "lumo_ev": [2.28, 0.25], "homo_energy_ev": [-5.78, -5.76]}

***

# 3
{"formula": "C4H5BrO", "method": "ωB97M-V with the def2-TZVPD basis set", "species": ["C", "C", "Br", "H", "C", "C", "O", "H", "H", "H", "H"], "coordinates": [[-2.19263, -2.04374, 0.23589], [-2.42744, -0.89306, 0.20292], [-2.68876, 0.96020, 0.11927], [-1.70876, -2.99007, 0.24834], [1.28556, 1.25547, -0.42997], [1.31225, -0.08084, 0.28437], [1.02203, -1.16942, -0.11893], [1.04526, 2.10298, 0.37686], [0.54031, 1.33628, -1.19045], [2.27348, 1.43582, -1.01872], [1.53870, 0.08638, 1.29041]], "de_lowest_kj_mol": 244.06, "mol_weight_g_mol": 148.99, "smiles": "C#CBr.CC=O", "total_energy_ev": -76315.46944, "lumo_ev": 0.47, "homo_energy_ev": -9.95}

***

# 4
{"formula": "C4H8N4", "method": "ωB97M-V with the def2-TZVPD basis set", "species": ["C", "C", "C", "C", "H", "H", "H", "H", "H", "H", "H", "H", "N", "N", "N", "N"], "coordinates": [[0.65349, -0.23128, 0.31209], [-1.82854, -0.73923, 0.00635], [-1.81460, -2.05080, -0.12205], [-0.17518, 2.34971, 0.12069], [3.59482, -0.64149, -0.75068], [2.81009, -1.86194, 0.68649], [0.41733, -0.98759, 1.17579], [-2.92165, -0.22464, -0.15410], [-2.92099, -2.53765, -0.40054], [-0.90576, -2.63794, -0.19797], [-0.80031, 3.43004, -0.58883], [1.12469, 2.39597, 0.52604], [2.82089, -0.85696, -0.04916], [1.76649, 0.10442, -0.33550], [-0.75632, 0.21823, 0.25919], [-1.17523, 1.54786, -0.18863]], "de_lowest_kj_mol": 917.35, "mol_weight_g_mol": 112.14, "total_energy_ev": -10228.73448, "lumo_ev": 0.70, "homo_energy_ev": -7.89}

***

# 5
{"formula": "C21H48N4O7PS2", "method": "ωB97M-V with the def2-TZVPD basis set", "species": ["N", "P", "O", "O", "C", "C", "C", "C", "S", "C", "S", "N", "C", "C", "O", "C", "C", "H", "H", "H", "H", "H", "H", "H", "H", "H", "H", "H", "H", "H", "H", "H", "H", "H", "H", "C", "O", "C", "C", "N", "C", "C", "O", "C", "H", "H", "H", "H", "H", "H", "H", "H", "H", "H", "H", "H", "H", "H", "H", "C", "O", "C", "C", "N", "C", "C", "O", "C", "H", "H", "H", "H", "H", "H", "H", "H", "H", "H", "H", "H", "H", "H", "H"], "coordinates": [[-5.87103, -2.38965, 2.04461], [-5.73064, -1.87609, 0.52961], [-7.08179, -2.35713, -0.36213], [-5.61816, -0.17443, 0.55825], [-4.20555, -2.65371, -0.18152], [-3.47249, -1.64228, -1.13141], [-2.19689, -2.27031, -1.77876], [-1.29329, -2.78478, -0.60529], [0.41462, -2.85660, -1.29049], [1.51250, -3.64661, -0.06525], [2.37444, -2.64909, 0.96128], [1.71192, -5.05527, 0.06204], [1.38315, -5.80900, -1.15540], [-0.00015, -6.52218, -1.15189], [-0.20387, -7.26612, 0.06324], [-0.29548, -6.25549, 1.07279], [1.11012, -5.62720, 1.27410], [-5.85918, -1.60358, 2.68752], [-7.44647, -3.14016, 0.04729], [-4.74932, 0.00146, 0.92210], [-3.59761, -2.86135, 0.72861], [-3.16170, -0.71947, -0.57796], [-4.19772, -1.31735, -1.91163], [-1.70028, -1.48808, -2.38628], [-2.52344, -3.10822, -2.41949], [-1.39809, -2.06137, 0.22276], [-1.63969, -3.79769, -0.34279], [2.14704, -6.61570, -1.24114], [1.45836, -5.22307, -2.08621], [-0.86386, -5.85081, -1.32655], [-0.01855, -7.28585, -1.95703], [-1.10339, -5.52641, 0.87207], [-0.53866, -6.79187, 2.01441], [1.80047, -6.38895, 1.69184], [1.01341, -4.85837, 2.06713], [6.97613, 1.18483, -2.15130], [7.54015, 1.52556, -0.89690], [7.19064, 2.82563, -0.43356], [6.18395, 2.76533, 0.70986], [4.86780, 2.33498, 0.24907], [3.94272, 1.93806, 1.31471], [4.35793, 0.82423, 2.28294], [4.41076, -0.47205, 1.71401], [5.57280, -0.74688, 0.95459], [7.50594, 0.30885, -2.52568], [5.91929, 0.92125, -2.05718], [7.08917, 1.99574, -2.87584], [6.83776, 3.46643, -1.24746], [8.11247, 3.26735, -0.04360], [6.09640, 3.75837, 1.16141], [6.59418, 2.08384, 1.46249], [4.97902, 1.54971, -0.37637], [3.02506, 1.61326, 0.81794], [3.68660, 2.83060, 1.89522], [3.58083, 0.76893, 3.04988], [5.28856, 1.04837, 2.81736], [6.46654, -0.28767, 1.38417], [5.43489, -0.43271, -0.08155], [5.71465, -1.82891, 0.94333], [-4.07391, 1.94098, -1.76635], [-2.76090, 2.26105, -1.32936], [-2.18548, 3.38655, -1.97530], [-2.14341, 4.59761, -1.05079], [-3.47851, 5.13672, -0.80677], [-3.56335, 6.07461, 0.31409], [-3.10791, 5.61349, 1.70400], [-3.94755, 4.65225, 2.32073], [-3.77677, 3.31894, 1.86194], [-4.30680, 0.93955, -1.41155], [-4.81009, 2.62753, -1.33706], [-4.14930, 1.95177, -2.85747], [-2.68738, 3.61668, -2.92027], [-1.15319, 3.10970, -2.21026], [-1.52218, 5.37579, -1.50567], [-1.65965, 4.27441, -0.12333], [-4.11368, 4.37223, -0.62425], [-4.61511, 6.36273, 0.39409], [-3.00910, 6.98038, 0.04494], [-3.15017, 6.49071, 2.35622], [-2.06432, 5.28008, 1.72022], [-2.73223, 3.08881, 1.64047], [-4.40758, 3.12933, 0.99254], [-4.11436, 2.64785, 2.65325]], "mol_weight_g_mol": 563.74, "total_charge": -1, "total_energy_ev": -73803.68987, "lumo_ev": 1.97, "homo_energy_ev": -2.93}

***

# 6
{"formula": "C12H14IrN3O8P2S6", "method": "ωB97M-V with the def2-TZVPD basis set", "species": ["Ir", "S", "C", "S", "S", "O", "P", "O", "O", "O", "P", "O", "O", "O", "H", "H", "C", "N", "C", "C", "O", "H", "H", "H", "H", "H", "H", "H", "S", "C", "S", "C", "N", "N", "C", "C", "C", "C", "C", "C", "S", "H", "H", "H", "H", "H"], "coordinates": [[-1.04984, 0.87690, -1.83443], [-5.29871, 2.03012, -3.10030], [-3.76909, 1.60681, -2.59690], [-2.38019, 2.61490, -2.51767], [-3.18273, 0.08569, -2.08813], [-0.24886, 2.47974, -4.89518], [0.38670, 0.99573, -4.71479], [0.65248, 0.33649, -6.00724], [-0.50414, 0.21757, -3.74772], [1.74043, 1.42280, -3.97429], [2.00000, 2.07985, -2.44504], [1.18663, 3.48783, -2.59592], [1.55402, -1.37224, -2.19370], [1.07161, 1.16949, -1.54186], [-1.09409, 2.42497, -5.35510], [0.31165, 3.38157, -3.00715], [1.37531, -3.69679, -3.38607], [0.24918, -3.12134, -2.67899], [-1.06021, -3.74551, -2.66833], [0.35805, -1.90579, -2.10363], [-0.61269, -1.38568, -1.53405], [1.04299, -4.60728, -3.88105], [2.19300, -3.94571, -2.70584], [1.75636, -3.00480, -4.13761], [-1.03881, -4.61226, -3.32642], [-1.81742, -3.04421, -3.01958], [-1.34224, -4.06785, -1.66319], [1.47594, -0.38454, -1.95719], [1.74867, -1.96862, 3.48315], [0.74889, -0.76403, 2.87522], [0.26638, -0.71769, 1.21728], [-0.59654, 0.78479, 1.48327], [-0.52190, 1.19392, 2.71449], [0.21115, 0.30784, 3.49181], [0.37032, 0.70157, 4.84783], [0.47036, -0.22918, 5.87517], [0.60774, 0.20981, 7.18445], [0.64067, 1.56343, 7.48170], [0.52421, 2.48622, 6.45046], [0.38646, 2.06386, 5.13927], [-1.51193, 1.64158, 0.30679], [0.44601, -1.28216, 5.64714], [0.68530, -0.52327, 7.97822], [0.74955, 1.89741, 8.50629], [0.53975, 3.54775, 6.66474], [0.27955, 2.77030, 4.33005]], "de_lowest_kj_mol": 85.12, "mol_weight_g_mol": 774.82, "total_charge": -2, "total_energy_ev": -119961.35014, "lumo_ev": 4.07, "homo_energy_ev": -2.21}